Below is C25H16N6O6PdS2 as an isolated structure in a non-equilibrium geometry, with properties calculated with the ωB97M-V functional and the def2-TZVPD basis.

## Properties
E_tot = -2665.828284 a.u.
orbital gap (spin up / spin down) = 0.1282 / 0.1319 Eh
charge = +2

Geometry as XYZ:
```
56
Properties=species:S:1:pos:R:3:forces:R:3
Pd 0.01510 -0.09270 -0.05550 1.34 -0.69 -0.97
O 1.67340 -1.41930 0.46440 -0.95 -0.21 -0.19
S 2.28320 -0.04430 0.51340 2.08 0.40 1.59
O 3.60390 0.07710 0.97770 -0.29 -0.19 -0.36
O 1.22450 0.69060 1.32600 -0.05 0.49 0.41
O 1.97940 0.47620 -0.86140 -1.04 0.01 -0.74
S -3.57810 -0.33140 6.90710 0.46 0.06 -1.18
N -3.35630 0.88410 5.88000 -0.11 0.88 -0.15
C -2.80690 0.42810 4.76030 -0.27 -1.04 1.08
C -2.44840 1.18330 3.60070 0.32 0.04 -0.68
C -2.61210 2.56990 3.53220 0.13 -0.11 -0.27
C -2.25460 3.21740 2.37300 -0.11 -0.15 0.15
C -1.76880 2.46310 1.30570 -0.31 0.18 0.12
N -1.58080 1.15620 1.36030 -0.11 -0.29 0.24
C -1.88090 0.49800 2.49580 -0.44 1.25 0.42
C -1.57850 -0.91590 2.59350 -0.10 -0.78 0.38
N -0.89800 -1.51010 1.59830 -0.13 0.76 -0.14
C -0.52500 -2.77190 1.71150 0.11 -0.52 -0.08
C -0.88280 -3.57970 2.79240 -0.06 0.23 -0.12
C -1.61180 -3.02020 3.81500 0.07 0.23 -0.22
C -1.94010 -1.66290 3.74290 0.33 -0.21 -0.68
C -2.58440 -0.97990 4.81900 -0.61 1.09 0.94
N -2.98260 -1.49520 5.97560 0.22 -0.93 -0.09
H -3.00890 3.10010 4.38420 -0.06 0.03 0.08
H -2.36640 4.28590 2.28240 0.00 0.09 -0.09
H -1.55310 2.96030 0.37180 -0.02 -0.05 0.12
H 0.12050 -3.17570 0.94250 -0.11 0.00 0.07
H -0.57330 -4.61290 2.82230 0.07 -0.03 -0.06
H -1.90950 -3.58670 4.68430 -0.01 -0.05 0.08
O 0.88990 7.35500 0.39130 0.54 0.46 0.92
C 0.25500 7.04230 -0.71630 -0.47 0.01 -1.43
O -0.26200 7.86390 -1.42390 0.17 -0.16 0.47
C 0.16760 5.58890 -1.09690 0.29 -0.73 0.13
C -0.81170 5.19620 -2.02780 0.20 0.39 0.36
C -1.07570 3.87320 -2.24710 0.15 -0.92 0.45
C -0.35760 2.86510 -1.53250 0.77 2.92 0.31
C 0.71720 3.28790 -0.69150 -0.38 -1.00 -0.66
C 1.00270 4.61610 -0.52320 -0.50 0.54 -0.13
N -0.64360 1.55720 -1.58960 -1.94 -3.42 -1.54
C -1.43410 0.96860 -2.50780 1.73 3.16 2.01
C -1.51360 -0.41740 -2.52930 -0.47 -3.08 0.08
C -2.17020 -1.15120 -3.55780 0.64 1.46 0.97
C -2.02840 -2.51020 -3.61750 0.60 -1.03 0.67
C -1.20440 -3.15110 -2.67570 -0.61 0.47 -0.72
C -0.62340 -2.39880 -1.67430 0.30 -0.19 0.44
N -0.82040 -1.08910 -1.54600 -0.72 0.05 -1.37
H 1.30740 6.63290 0.88460 -0.28 0.08 -0.31
H -1.38170 5.95980 -2.53940 0.03 0.08 0.05
H -1.85580 3.59440 -2.93860 -0.11 0.06 -0.04
H 1.30240 2.52830 -0.18460 -0.13 0.30 -0.10
H 1.86140 4.89110 0.07420 -0.04 0.01 0.12
H -1.92470 1.55100 -3.27960 0.19 0.01 -0.12
H -2.74160 -0.61230 -4.29720 -0.05 0.09 -0.07
H -2.51020 -3.08700 -4.39110 -0.06 -0.02 -0.10
H -1.01850 -4.21100 -2.73450 0.07 -0.08 0.04
H 0.06290 -2.85150 -0.96390 -0.25 0.06 -0.12
```
Positions in Å, forces in eV/Å.

Here are the Mulliken charges for atoms 1 to 8, given in e:
1. Pd -0.143
2. O -0.231
3. S 1.095
4. O -0.515
5. O -0.354
6. O -0.323
7. S 0.265
8. N -0.654